43
Properties=species:S:1:pos:R:3:lowdin_spin:R:1 method="wB97M-V/def2-TZVPD" charge=+1 homo_lumo_gap_ev="6.177 / 6.817" homo_energy_ev="-11.77 / -11.77" spin_multiplicity=2 s2=0.8242 lumo_energy_ev="-5.59 / -4.96"
C -3.56 0.57 -1.09 -0.03
C -2.63 1.28 -1.91 -0.03
C -1.37 0.61 -1.86 0.01
H -2.85 2.16 -2.54 0.00
C -1.54 -0.57 -1.02 -0.02
C -2.88 -0.54 -0.49 -0.02
H -3.31 -1.32 0.15 0.00
H -4.64 0.76 -1.04 0.00
H -0.52 0.84 -2.49 0.00
H -0.85 -1.39 -0.88 0.00
C 0.04 1.86 1.66 0.00
C -1.09 2.30 2.42 -0.06
C -1.93 1.17 2.70 -0.03
H -1.24 3.32 2.80 0.00
C -1.24 -0.01 2.24 -0.03
C 0.01 0.42 1.68 -0.04
H 0.82 -0.24 1.45 0.00
H 0.83 2.48 1.22 0.00
H -2.89 1.19 3.21 0.00
H -1.53 -1.04 2.41 0.00
V -1.64 1.14 0.31 1.27
O 1.25 -0.11 -0.42 0.00
C 1.95 0.21 -1.60 0.00
C 1.81 -1.28 -1.37 0.00
H 1.29 0.67 -2.34 0.00
H 2.95 0.63 -1.41 0.00
H 0.98 -1.81 -1.87 0.00
H 2.59 -3.72 -2.30 0.00
C 3.28 -3.32 -1.55 0.00
C 2.96 -2.09 -0.91 0.00
C 3.89 -1.57 0.02 0.00
H 3.70 -0.61 0.49 0.00
C 5.08 -2.25 0.30 0.00
H 5.78 -1.81 0.99 0.00
C 5.40 -3.44 -0.36 0.00
H 6.37 -3.92 -0.18 0.00
C 4.50 -3.96 -1.30 0.00
H 4.78 -4.85 -1.87 0.00
N -3.00 2.54 0.60 -0.03
C -3.98 3.15 0.87 0.00
N -4.96 3.93 0.90 -0.01
C -5.87 4.16 1.82 0.00
N -6.73 4.47 2.55 -0.01

32
Properties=species:S:1:pos:R:3:lowdin_charge:R:1 method="wB97M-V/def2-TZVPD" charge=0 homo_lumo_gap_ev=7.662 homo_energy_ev=-8.99 de_lowest_kcal_mol=267.3 lumo_energy_ev=-1.33
C -4.45 -1.76 -1.80 -0.08
C -4.10 -1.90 -0.39 -0.52
H -5.05 -1.83 0.13 0.12
H -3.60 -2.80 -0.19 0.13
O -3.46 -0.96 -0.05 -0.01
C -4.20 0.25 0.44 -0.21
O -5.43 0.34 0.49 0.11
C -3.22 1.47 0.71 -0.07
N -1.89 1.04 0.91 0.03
C -0.83 1.33 0.11 -0.46
O -1.13 2.38 -0.76 -0.09
C 0.33 0.83 0.27 -0.10
C 1.50 0.83 -0.54 0.00
C 2.86 0.60 -0.27 -0.31
C 3.87 1.35 -0.82 -0.08
C 5.13 0.97 -0.46 -0.03
C 5.56 -0.43 -0.07 0.04
C 4.49 -1.20 0.31 -0.12
C 3.30 -0.65 0.08 -0.42
Cl 1.97 -1.90 0.65 0.57
H 4.72 -2.15 0.48 0.07
H 6.44 -0.47 0.11 0.00
H 5.97 1.80 -0.82 0.16
H 3.56 2.40 -0.88 0.13
H 1.30 1.90 -1.46 0.24
H 0.59 0.10 1.21 0.12
H -1.66 0.06 1.63 0.27
H -3.56 2.06 1.71 0.20
H -3.27 2.18 0.16 0.01
H -5.00 -2.68 -2.17 0.09
H -3.55 -1.56 -2.46 0.10
H -5.14 -0.90 -2.21 0.11

48
Properties=species:S:1:pos:R:3:lowdin_charge:R:1 method="wB97M-V/def2-TZVPD" charge=+1 homo_lumo_gap_ev=9.450 homo_energy_ev=-12.56 de_lowest_kcal_mol=6.3 lumo_energy_ev=-3.11
Be 7.69 24.18 -17.34 0.07
C 5.56 27.21 -17.53 -0.02
C 5.43 25.77 -17.92 -0.58
C 5.36 25.52 -19.39 -0.04
O 6.56 25.21 -17.40 -0.17
H 4.61 27.65 -17.82 0.08
H 6.46 27.70 -18.06 0.13
H 5.74 27.33 -16.49 0.04
H 4.64 25.30 -17.38 0.10
H 4.49 25.90 -19.95 0.09
H 5.32 24.42 -19.44 0.07
H 6.31 25.79 -19.97 0.12
O 7.21 22.58 -16.96 0.04
H 7.70 22.09 -16.21 0.17
H 6.30 22.68 -16.61 0.03
O 3.56 23.14 -21.98 0.00
H 4.08 23.88 -21.66 0.02
H 2.88 23.47 -22.48 -0.01
O 4.67 25.19 -14.48 -0.03
H 5.35 25.78 -14.14 0.01
H 4.95 24.64 -15.15 -0.07
O 2.22 25.94 -18.82 0.00
H 3.00 26.13 -18.35 0.00
H 1.46 26.03 -18.24 0.08
O 8.62 24.16 -18.68 0.08
H 8.42 23.83 -19.60 0.11
H 9.51 24.55 -18.60 0.13
O 5.82 21.59 -19.83 -0.05
H 6.36 21.05 -19.22 0.08
H 5.75 21.26 -20.77 0.11
O 7.26 23.32 -21.06 -0.02
H 6.73 22.64 -20.66 -0.05
H 6.62 23.73 -21.60 0.03
O 4.75 22.98 -16.18 -0.01
H 4.31 23.29 -16.98 0.02
H 4.38 22.11 -16.19 0.08
O 7.02 26.44 -14.62 -0.02
H 6.96 27.36 -14.42 0.06
H 6.61 26.41 -15.47 -0.02
O 8.64 24.52 -15.91 0.07
H 8.21 24.30 -15.06 0.13
H 9.14 25.33 -15.75 0.12
O 4.26 28.51 -14.28 -0.01
H 3.90 28.39 -15.13 0.00
H 3.62 28.88 -13.68 0.04
O 2.94 23.54 -18.09 -0.03
H 2.54 23.54 -17.19 0.09
H 2.61 24.35 -18.40 -0.05

13
Properties=species:S:1:pos:R:3:lowdin_charge:R:1 method="wB97M-V/def2-TZVPD" charge=0 homo_lumo_gap_ev=9.708 homo_energy_ev=-8.76 de_lowest_kcal_mol=123.1 lumo_energy_ev=0.95
C -1.70 -0.06 0.52 -0.06
C -0.48 -0.80 0.07 -0.31
C 0.25 -0.41 -1.21 -0.04
N 0.77 -0.15 0.09 -0.12
C 1.64 0.75 0.45 -0.30
O 2.28 1.32 -0.49 -0.05
H -1.77 -0.02 1.61 0.08
H -2.57 -0.59 0.11 0.08
H -1.69 0.95 0.11 0.09
H -0.37 -1.82 0.45 0.14
H 0.78 -1.24 -1.70 0.08
H 1.14 1.07 -1.52 0.28
H 1.72 1.00 1.51 0.14

153
Properties=species:S:1:pos:R:3:lowdin_charge:R:1 method="wB97M-V/def2-TZVPD" charge=+6 homo_lumo_gap_ev=10.455 homo_energy_ev=-21.43 lumo_energy_ev=-10.98
C 2.13 -1.81 -2.63 -0.11
C 3.09 -0.63 -2.67 -0.24
C 2.79 0.44 -3.73 -0.18
C 3.26 -0.05 -5.10 -0.11
N 2.85 0.78 -6.28 -0.28
C 3.38 0.09 -7.55 -0.06
C 2.59 0.77 -8.64 -0.13
C 1.22 1.07 -8.05 -0.12
C 1.38 0.87 -6.52 -0.10
C 3.44 2.14 -6.18 0.03
H 1.11 -1.51 -2.34 0.07
H 2.39 -2.53 -1.85 0.07
H 2.01 -2.32 -3.58 0.07
H 4.12 -0.97 -2.76 0.12
H 3.10 -0.18 -1.67 0.09
H 3.19 1.42 -3.47 0.10
H 1.71 0.64 -3.76 0.11
H 2.88 -1.05 -5.29 0.13
H 4.35 -0.04 -5.15 0.15
H 4.45 0.28 -7.56 0.15
H 3.22 -0.98 -7.42 0.14
H 3.10 1.71 -8.87 0.12
H 2.60 0.31 -9.63 0.14
H 0.84 2.05 -8.32 0.13
H 0.45 0.39 -8.40 0.12
H 0.92 1.68 -5.96 0.13
H 0.94 -0.07 -6.19 0.13
H 4.53 2.03 -6.16 0.13
H 3.15 2.61 -5.25 0.10
H 3.16 2.78 -7.01 0.12
C -2.89 4.99 1.15 -0.07
C -1.66 5.71 1.70 -0.13
N -0.60 5.74 0.68 -0.04
C -0.50 6.64 -0.37 0.02
C 0.60 6.31 -1.08 0.02
N 1.17 5.21 -0.45 -0.08
C 0.37 4.84 0.55 -0.02
C 2.33 4.49 -0.94 0.03
H -2.65 3.97 0.86 0.06
H -3.30 5.51 0.28 0.08
H -3.68 4.89 1.90 0.08
H -1.25 5.27 2.60 0.13
H -1.92 6.75 1.89 0.14
H -1.14 7.50 -0.35 0.15
H 1.10 6.79 -1.90 0.15
H 0.56 3.94 1.12 0.15
H 2.65 3.75 -0.20 0.08
H 3.15 5.19 -1.10 0.12
H 2.09 3.96 -1.86 0.10
C -3.83 -6.65 1.42 -0.05
C -2.81 -6.52 2.53 -0.14
N -2.14 -5.20 2.56 -0.03
C -2.74 -3.97 2.47 0.01
C -1.81 -3.05 2.78 -0.01
N -0.62 -3.71 3.01 -0.06
C -0.87 -5.01 2.88 -0.04
C 0.66 -3.12 3.38 0.02
H -3.34 -6.61 0.45 0.08
H -4.57 -5.85 1.47 0.08
H -4.36 -7.60 1.50 0.10
H -2.04 -7.28 2.42 0.13
H -3.27 -6.67 3.51 0.15
H -3.81 -3.85 2.39 0.14
H -1.86 -1.97 2.85 0.10
H -0.19 -5.81 3.13 0.18
H 0.56 -2.23 3.99 0.08
H 1.23 -2.84 2.49 0.08
H 1.26 -3.89 3.85 0.11
C 5.91 -1.30 5.76 -0.04
C 4.74 -1.41 4.79 -0.16
N 4.88 -0.44 3.68 -0.04
C 4.94 -0.72 2.34 -0.01
C 5.10 0.44 1.68 0.00
N 4.97 1.44 2.62 -0.07
C 4.96 0.88 3.82 -0.01
C 4.97 2.88 2.36 0.04
H 6.82 -1.47 5.18 0.10
H 5.90 -2.05 6.54 0.10
H 5.95 -0.30 6.19 0.08
H 3.77 -1.24 5.27 0.12
H 4.71 -2.39 4.31 0.12
H 4.81 -1.74 2.00 0.14
H 5.12 0.67 0.63 0.14
H 4.87 1.43 4.74 0.18
H 3.92 3.16 2.23 0.08
H 5.52 3.10 1.46 0.11
H 5.36 3.41 3.23 0.11
C -0.29 0.47 7.11 -0.06
C -0.87 0.50 5.73 -0.17
N -2.12 1.29 5.62 -0.03
C -2.63 1.88 4.50 -0.01
C -3.81 2.46 4.85 0.00
N -4.00 2.19 6.19 -0.07
C -2.98 1.48 6.62 0.00
C -5.13 2.71 6.98 0.05
H -0.19 1.45 7.57 0.10
H 0.70 0.01 7.10 0.09
H -0.90 -0.11 7.81 0.09
H -1.11 -0.48 5.31 0.12
H -0.16 0.95 5.03 0.11
H -2.05 1.97 3.60 0.11
H -4.48 3.04 4.26 0.13
H -2.82 1.13 7.63 0.18
H -5.35 3.72 6.62 0.11
H -4.87 2.78 8.03 0.12
H -6.01 2.12 6.76 0.11
C -1.98 -5.85 -5.24 -0.05
C -0.48 -5.63 -5.04 -0.15
N -0.06 -5.64 -3.62 -0.03
C 0.91 -6.47 -3.09 0.04
C 1.09 -6.07 -1.81 0.00
N 0.35 -4.92 -1.62 -0.08
C -0.35 -4.71 -2.73 -0.03
C 0.27 -4.20 -0.34 0.02
H -2.23 -6.88 -4.98 0.09
H -2.15 -5.72 -6.31 0.10
H -2.59 -5.12 -4.73 0.07
H -0.20 -4.67 -5.46 0.13
H 0.12 -6.38 -5.56 0.14
H 1.26 -7.32 -3.64 0.15
H 1.61 -6.53 -0.99 0.14
H -1.07 -3.92 -2.87 0.17
H -0.59 -4.65 0.16 0.09
H 0.17 -3.13 -0.52 0.08
H 1.17 -4.36 0.24 0.10
C -2.07 3.26 -2.81 -0.06
C -3.41 2.66 -3.18 -0.14
N -4.13 2.18 -1.99 -0.03
C -4.02 0.93 -1.41 -0.01
C -4.75 0.95 -0.28 -0.02
N -5.38 2.18 -0.22 -0.06
C -4.93 2.91 -1.24 -0.02
C -6.32 2.61 0.82 0.05
H -2.21 4.07 -2.09 0.07
H -1.56 3.73 -3.65 0.09
H -1.43 2.51 -2.34 0.07
H -3.19 1.76 -3.76 0.13
H -4.08 3.26 -3.78 0.14
H -3.41 0.16 -1.85 0.14
H -4.88 0.20 0.47 0.13
H -5.18 3.95 -1.30 0.18
H -7.29 2.83 0.38 0.12
H -5.97 3.58 1.19 0.09
H -6.26 1.89 1.63 0.10
N -0.50 0.05 2.17 -0.26
S -1.27 0.39 0.83 0.44
O -1.41 -0.66 -0.13 -0.27
O -1.15 1.74 0.37 -0.29
F -2.74 0.50 1.49 -0.22
S 1.04 0.31 1.69 0.48
O 1.55 1.64 1.62 -0.28
O 1.56 -0.66 0.77 -0.28
F 1.74 -0.16 3.05 -0.20

50
Properties=species:S:1:pos:R:3:lowdin_charge:R:1 method="wB97M-V/def2-TZVPD" charge=0 homo_lumo_gap_ev=4.741 homo_energy_ev=-7.49 lumo_energy_ev=-2.75
N -4.17 2.95 3.55 0.09
C -3.86 1.67 3.86 -0.61
O -4.23 0.81 3.13 0.04
C -3.12 1.24 5.11 -0.15
C -2.07 2.23 5.68 -0.33
Al -0.66 2.71 4.27 0.28
C 0.04 1.08 3.34 -0.22
C 0.34 1.45 1.86 -0.79
O -0.09 0.89 0.95 0.12
Cl 1.44 2.96 1.40 0.43
H -4.30 2.87 2.60 -0.12
H -3.51 3.66 3.83 0.07
H -2.59 0.33 4.85 0.11
H -3.84 0.97 5.89 0.12
H -1.59 1.72 6.53 0.05
H -2.58 3.12 6.13 -0.10
H 0.50 3.65 4.88 -0.11
H -1.44 3.58 3.16 -0.06
H 0.94 0.72 3.80 0.00
H -0.67 0.25 3.31 0.08
C 0.13 6.51 1.20 -1.54
Cl 0.67 6.61 2.90 0.48
Cl -1.34 5.58 1.06 0.55
Cl -0.09 8.13 0.55 0.56
H 0.91 6.02 0.63 0.00
Al -6.15 2.78 1.81 0.85
O 1.48 -1.40 2.00 -0.69
S 1.38 -2.21 0.64 0.17
O 1.95 -3.54 0.83 -0.62
O 2.14 -1.48 -0.37 -0.82
O 0.01 -2.29 0.28 -0.22
K 2.74 4.03 3.59 0.62
Cl 2.64 -0.27 2.39 0.76
Cs 3.88 -2.67 -0.11 1.56
N 1.48 -5.11 -5.72 -0.30
S 2.84 -4.88 -6.49 0.45
O 3.25 -5.90 -7.40 -0.33
O 3.88 -4.20 -5.77 -0.30
F 2.36 -3.73 -7.49 -0.24
S 1.57 -6.27 -4.66 0.45
O 0.29 -6.70 -4.20 -0.29
O 2.59 -6.16 -3.66 -0.30
F 2.04 -7.53 -5.51 -0.20
K -2.20 4.75 7.17 0.94
F -6.23 1.96 3.83 -0.55
C 2.60 -4.16 -11.26 -1.02
Cl 1.83 -5.22 -10.09 0.57
Cl 4.01 -3.33 -10.58 0.51
H 2.92 -4.75 -12.11 0.02
H 1.88 -3.41 -11.58 0.02

19
Properties=species:S:1:pos:R:3:lowdin_charge:R:1 method="wB97M-V/def2-TZVPD" charge=0 homo_lumo_gap_ev=9.448 homo_energy_ev=-8.92 de_lowest_kcal_mol=0.0 lumo_energy_ev=0.52 smiles="OC1=NCCN1.N=C=O.O=C=O"
C 0.86 0.63 0.15 -0.51
C -0.42 -0.69 2.59 -0.46
C 1.22 -2.18 -1.21 -0.45
C -0.49 1.19 -1.61 -0.14
C -1.26 0.49 -0.47 -0.17
N 0.83 1.30 -1.03 0.08
N -1.59 -0.87 2.75 0.19
N -0.27 0.15 0.53 0.05
O 2.26 -1.79 -1.45 0.22
O 2.00 0.54 0.81 0.13
O 0.72 -0.67 2.87 0.11
O 0.17 -2.59 -0.98 0.22
H -0.48 0.59 -2.53 0.11
H -0.89 2.18 -1.84 0.11
H -2.01 1.15 -0.02 0.11
H -1.77 -0.42 -0.81 0.10
H 1.65 1.63 -1.51 0.15
H 1.82 0.09 1.66 0.09
H -2.35 -0.74 2.11 0.07

104
Properties=species:S:1:pos:R:3:lowdin_charge:R:1 method="wB97M-V/def2-TZVPD" charge=+1 homo_lumo_gap_ev=8.291 homo_energy_ev=-12.10 lumo_energy_ev=-3.81
C 1.25 -2.53 4.89 -0.09
C 1.43 -1.80 3.56 -0.27
C 0.31 -0.80 3.25 -0.19
C 0.09 -0.50 1.75 -0.16
C 0.71 0.85 1.27 -0.07
C 1.50 0.79 0.01 -0.07
C 1.25 1.55 -1.13 -0.07
C 0.08 2.50 -1.20 -0.11
C -1.15 1.78 -1.80 -0.16
C -2.46 2.53 -1.52 -0.17
C -3.22 1.95 -0.30 -0.18
C -4.73 1.76 -0.58 -0.16
C -5.39 0.77 0.35 -0.15
O -4.66 -0.48 0.47 -0.02
C -4.57 -1.18 -0.68 -0.55
C -3.26 -1.92 -0.84 0.02
O -5.44 -1.25 -1.50 0.12
C 2.08 1.40 -2.25 0.02
C 1.81 2.24 -3.47 -0.47
O 1.08 1.85 -4.33 0.20
O 2.41 3.46 -3.47 0.12
C 3.16 0.51 -2.27 -0.05
C 4.09 0.40 -3.45 -0.04
C 5.27 1.41 -3.31 -0.17
O 5.54 1.73 -1.97 -0.13
C 5.19 3.03 -1.51 -0.26
C 6.17 3.50 -0.46 -0.06
C 3.37 -0.25 -1.14 -0.19
O 4.34 -1.13 -1.01 0.03
C 3.94 -2.54 -1.04 -0.17
C 4.28 -3.20 -2.35 -0.05
N 2.55 -0.05 -0.08 0.11
F 2.86 -0.78 1.01 0.10
H 1.74 -3.51 4.84 0.07
H 0.21 -2.69 5.15 0.07
H 1.77 -2.00 5.69 0.08
H 1.50 -2.53 2.74 0.10
H 2.37 -1.26 3.58 0.09
H 0.52 0.14 3.76 0.12
H -0.63 -1.17 3.65 0.11
H -0.98 -0.44 1.58 0.10
H 0.49 -1.31 1.14 0.10
H -0.10 1.56 1.12 0.10
H 1.35 1.27 2.05 0.14
H 0.36 3.37 -1.80 0.13
H -0.19 2.87 -0.21 0.12
H -0.98 1.64 -2.87 0.11
H -1.16 0.78 -1.36 0.10
H -3.09 2.42 -2.39 0.11
H -2.26 3.59 -1.37 0.12
H -3.13 2.62 0.55 0.12
H -2.82 0.97 -0.05 0.09
H -4.87 1.44 -1.62 0.11
H -5.22 2.72 -0.44 0.13
H -5.48 1.16 1.37 0.13
H -6.40 0.54 0.01 0.09
H -3.47 -2.84 -1.37 0.09
H -2.61 -1.32 -1.48 0.08
H -2.78 -2.14 0.11 0.08
H 3.17 3.47 -4.06 0.12
H 4.53 -0.59 -3.45 0.10
H 3.54 0.56 -4.37 0.13
H 6.15 0.91 -3.70 0.13
H 5.12 2.30 -3.94 0.12
H 5.10 3.75 -2.33 0.12
H 4.19 2.98 -1.05 0.11
H 5.70 4.29 0.11 0.08
H 6.42 2.69 0.22 0.08
H 7.07 3.91 -0.92 0.08
H 4.45 -3.04 -0.23 0.12
H 2.87 -2.60 -0.84 0.13
H 3.86 -2.69 -3.22 0.08
H 3.86 -4.21 -2.34 0.09
H 5.36 -3.31 -2.47 0.09
O -8.33 1.54 -0.90 -0.29
S -9.26 1.23 -1.95 0.57
O -9.25 2.02 -3.14 -0.27
O -10.72 1.18 -1.34 -0.26
C -11.19 2.33 -0.60 -0.24
C -11.55 3.50 -1.50 -0.07
C -9.12 -0.47 -2.38 -0.11
H -10.44 2.61 0.14 0.11
H -12.07 1.97 -0.07 0.12
H -10.67 3.90 -2.00 0.07
H -12.00 4.29 -0.90 0.08
H -12.26 3.19 -2.27 0.09
H -9.14 -1.06 -1.47 0.08
H -8.17 -0.59 -2.89 0.07
H -9.94 -0.73 -3.04 0.08
O 5.16 -4.23 5.78 -0.27
S 6.32 -3.98 4.98 0.57
O 7.03 -2.75 5.12 -0.27
O 5.92 -4.18 3.45 -0.26
C 4.79 -3.42 2.98 -0.25
C 5.09 -1.95 2.79 -0.07
C 7.44 -5.33 5.11 -0.12
H 3.95 -3.57 3.67 0.10
H 4.51 -3.89 2.04 0.11
H 5.31 -1.47 3.74 0.08
H 4.23 -1.45 2.35 0.04
H 5.96 -1.82 2.14 0.09
H 6.89 -6.26 4.97 0.08
H 7.87 -5.28 6.10 0.08
H 8.21 -5.21 4.35 0.08

It is found that the E values, taken in the order of the records, are -53226.588 -33851.947 -30630.430 -7794.305 -104159.086 -205624.797 -17959.590 -83510.240 eV.